Record 1
ORCA calculation (ωB97M-V with the def2-TZVPD basis set) on a molecular structure, C6H7LiO7Yb at a distorted geometry.

Positions of all 22 atoms, in Å:
O -1.51 1.73 -0.82
C -1.59 2.61 0.28
C -0.64 1.96 1.26
O 0.71 1.65 0.49
C 1.48 0.60 0.73
O 1.35 -0.17 -0.41
O 1.92 0.23 1.76
Li -3.06 0.91 -1.38
Yb 0.22 1.60 -1.67
H -2.60 2.63 0.71
H -1.29 3.64 0.03
H -1.02 1.03 1.69
H -0.32 2.65 2.05
O -0.38 -2.69 -0.89
C -0.24 -2.72 0.43
C 0.85 -2.29 -1.49
O -1.05 -3.12 1.21
O 0.91 -2.11 0.79
C 1.56 -1.58 -0.34
H 0.66 -1.64 -2.35
H 1.41 -3.17 -1.83
H 2.63 -1.74 -0.25

Charge   +3
Multiplicity   2
Frontier orbital gap (alpha / beta)   6.04 / 4.16 eV
HOMO level (alpha / beta)   -0.7467 / -0.7467 Ha
LUMO level (alpha / beta)   -14.27 / -16.15 eV

Record 2
ORCA calculation (ωB97M-V with the def2-TZVPD basis set) on a single C6H7N molecule.

Positions of all 14 atoms, in Å:
C -0.97 -1.53 0.61
C 0.26 -0.68 0.31
C 0.33 -0.04 -1.11
C 0.49 1.32 -0.49
N 0.74 2.44 -1.00
C 0.29 0.72 0.91
C 0.12 1.53 1.90
H -1.89 -0.97 0.42
H -0.97 -2.42 -0.03
H -0.98 -1.86 1.65
H 1.17 -1.23 0.55
H 1.17 -0.35 -1.74
H -0.59 -0.13 -1.68
H 0.81 3.19 -0.32

Charge   0
Multiplicity   1
Frontier orbital gap   9.39 eV
HOMO level   -0.3697 Ha
Relative energy (zero: lowest compared OMol25 entry of this formula, charge and spin)   478.2 kJ/mol
LUMO level   -0.67 eV

Record 3
ORCA calculation (ωB97M-V with the def2-TZVPD basis set) on a single C6H7N molecule at a distorted geometry.

Positions of all 14 atoms, in Å:
C -1.57 -0.64 0.11
C -2.93 -0.30 -0.11
C -0.56 0.19 0.16
C 0.07 1.49 0.34
C 0.90 0.17 0.44
C 1.87 -0.48 -0.48
N -4.04 -0.09 -0.41
H -1.38 -1.75 0.23
H 0.02 1.89 -0.64
H 0.15 2.07 1.22
H 1.22 -0.06 1.47
H 1.52 -0.39 -1.56
H 1.74 -1.63 -0.41
H 2.99 -0.46 -0.35

Charge   0
Multiplicity   1
Frontier orbital gap   10.37 eV
HOMO level   -0.3690 Ha
SMILES   C[C@H]1C/C1=C\C#N
Relative energy (zero: lowest compared OMol25 entry of this formula, charge and spin)   305.0 kJ/mol
LUMO level   0.33 eV

Record 4
ORCA calculation (ωB97M-V with the def2-TZVPD basis set) on a single C6H7N molecule at a distorted geometry.

Positions of all 14 atoms, in Å:
C -3.08 -0.17 -0.05
C -1.57 -0.30 -0.39
C -0.49 0.46 0.40
C -0.08 -0.95 0.11
C 2.14 0.20 0.20
C 0.76 0.16 -0.45
N -4.14 0.19 0.20
H -1.41 -0.25 -1.42
H -0.52 1.05 1.30
H 2.16 0.39 1.19
H 2.70 1.13 -0.15
H 2.61 -0.68 -0.10
H 0.01 -1.76 0.68
H 0.92 0.52 -1.53

Charge   0
Multiplicity   1
Frontier orbital gap   10.79 eV
HOMO level   -0.3608 Ha
SMILES   C[C@H]1[C@@H]2[C@@H](C#N)[C@H]12
Relative energy (zero: lowest compared OMol25 entry of this formula, charge and spin)   436.1 kJ/mol
LUMO level   0.97 eV

Record 5
ORCA calculation (ωB97M-V with the def2-TZVPD basis set) on a single C6H7N molecule at a distorted geometry.

Positions of all 14 atoms, in Å:
C 1.74 0.89 0.34
C 1.94 -0.40 0.59
C -1.07 -0.22 0.05
C 0.71 0.69 -0.65
C 0.95 -0.86 -0.41
C -2.46 0.10 0.10
N -0.39 -1.25 0.15
H 2.37 1.71 0.73
H 2.67 -0.77 1.23
H 0.81 1.30 -1.54
H 1.27 -1.70 -1.05
H -3.06 -0.55 0.80
H -3.11 -0.15 -0.80
H -2.37 1.20 0.47

Charge   0
Multiplicity   1
Frontier orbital gap   8.89 eV
HOMO level   -0.2941 Ha
Relative energy (zero: lowest compared OMol25 entry of this formula, charge and spin)   546.1 kJ/mol
LUMO level   0.88 eV

Record 6
ORCA calculation (ωB97M-V with the def2-TZVPD basis set) on a single C6H7N molecule at a distorted geometry.

Positions of all 14 atoms, in Å:
C 0.93 -0.37 1.29
C -0.23 0.04 0.37
C 0.30 0.57 -0.99
C 0.96 1.87 -0.83
N 1.45 2.90 -0.66
C -1.32 -0.91 0.11
C -2.36 -1.44 -0.17
H 1.65 -1.03 0.80
H 1.46 0.54 1.59
H 0.56 -0.86 2.19
H -0.75 0.86 0.89
H 1.02 -0.14 -1.42
H -0.52 0.67 -1.71
H -3.25 -1.95 -0.46

Charge   0
Multiplicity   1
Frontier orbital gap   11.23 eV
HOMO level   -0.3842 Ha
SMILES   C#C[C@@H](C)CC#N
Relative energy (zero: lowest compared OMol25 entry of this formula, charge and spin)   221.1 kJ/mol
LUMO level   0.77 eV

Record 7
ORCA calculation (ωB97M-V with the def2-TZVPD basis set) on a single C6H7N molecule at a distorted geometry.

Positions of all 14 atoms, in Å:
C -1.60 0.80 -0.07
C -1.98 -0.26 0.63
C -0.58 -1.95 -0.78
C -0.30 0.63 -0.97
C 0.14 -0.75 -0.42
C 1.38 -1.00 0.37
N -1.06 -1.31 0.27
H -2.13 1.84 -0.08
H -2.76 -0.48 1.25
H -0.67 0.25 -1.97
H 0.33 1.53 -0.89
H 1.18 -1.81 1.09
H 1.57 -0.12 0.97
H 2.21 -1.15 -0.21

Charge   0
Multiplicity   1
Frontier orbital gap   8.98 eV
HOMO level   -0.3035 Ha
Relative energy (zero: lowest compared OMol25 entry of this formula, charge and spin)   547.5 kJ/mol
LUMO level   0.72 eV

Record 8
ORCA calculation (ωB97M-V with the def2-TZVPD basis set) on a single C6H7N molecule at a distorted geometry.

Positions of all 14 atoms, in Å:
C -1.36 0.44 -1.11
C -1.59 0.57 0.48
C 1.08 -0.49 1.46
C 1.92 -0.67 0.40
C 1.31 -0.42 -0.81
C 0.19 0.33 -0.55
H -1.61 -0.46 -1.84
H -1.46 1.35 -1.71
H -2.01 -0.54 0.72
H -2.08 1.29 1.05
H 1.03 -0.24 2.41
H 2.94 -1.10 0.60
H 1.66 -0.38 -1.88
N -0.03 0.32 0.77

Charge   0
Multiplicity   1
Frontier orbital gap   9.14 eV
HOMO level   -0.2967 Ha
SMILES   c1cc2n(c1)CC2
Relative energy (zero: lowest compared OMol25 entry of this formula, charge and spin)   438.9 kJ/mol
LUMO level   1.07 eV

In eV, the E_tot values for the records above are, in order, -52370.5726, -7820.6913, -7822.4863, -7821.1274, -7819.9870, -7823.3557, -7819.9727, -7821.0981.